(1)
C26H26F3N7PReS2Te as an isolated structure at a distorted geometry, computed with ωB97M-V/def2-TZVPD.

Output
Relative energy (zero: lowest compared OMol25 entry of this formula, charge and spin), kcal per mole: 62.5
Net charge: +1
E_HOMO (spin up / spin down), eV: -9.6 / -9.4
Spin multiplicity: 2
Orbital gap (spin up / spin down), eV: 6.6874 / 6.5182

Last column: Löwdin charge in e.
CARTESIAN COORDINATES (ANGSTROEM)
1 Re 0.03264 0.27830 0.39884  0.934
2 C 4.01664 3.49037 2.44335  -0.032
3 N 2.70996 3.14492 1.95490  -0.135
4 C 1.74274 4.01401 1.57693  -0.029
5 C 0.70471 3.26599 1.09878  -0.139
6 N 1.02864 1.94824 1.17089  -0.137
7 C 2.25552 1.89188 1.71299  -0.421
8 P 3.28991 0.40978 2.05993  1.188
9 C 2.04580 -0.55795 3.00292  -0.448
10 N 0.79712 -0.75943 2.61493  0.013
11 C 0.17736 -1.43989 3.59930  -0.104
12 C 1.07091 -1.66776 4.61173  -0.033
13 N 2.24760 -1.10637 4.22909  -0.133
14 C 3.46459 -1.12702 4.99526  -0.024
15 C 3.03899 -0.29847 0.38881  -0.418
16 N 1.93316 -0.21455 -0.36002  -0.115
17 C 2.26001 -0.65666 -1.60138  -0.162
18 C 3.58076 -1.00407 -1.61118  -0.027
19 N 4.05931 -0.77306 -0.36580  -0.130
20 C 5.40784 -0.98077 0.07605  -0.027
21 H 4.09858 4.57303 2.49803  0.100
22 H 4.78027 3.11579 1.75939  0.092
23 H 4.19392 3.06970 3.43465  0.091
24 H 1.85409 5.07531 1.67027  0.130
25 H -0.24211 3.60275 0.71810  0.068
26 H -0.86050 -1.70600 3.54034  0.102
27 H 0.95323 -2.17178 5.54958  0.127
28 H 3.28490 -1.66901 5.92323  0.100
29 H 3.78569 -0.11074 5.23120  0.093
30 H 4.25696 -1.62950 4.43705  0.094
31 H 1.55514 -0.66064 -2.40890  0.081
32 H 4.19656 -1.35841 -2.41243  0.131
33 H 5.94755 -1.55399 -0.67444  0.102
34 H 5.41307 -1.52416 1.02197  0.090
35 H 5.91034 -0.02297 0.21764  0.096
36 F -3.80126 -2.34744 2.78346  0.131
37 C -4.15043 -2.46019 1.48815  -0.611
38 F -4.89724 -3.56426 1.39132  0.150
39 F -4.95287 -1.42576 1.20933  0.140
40 C -2.93470 -2.50624 0.60278  -0.112
41 C -2.60845 -3.63225 -0.13595  0.015
42 C -1.43310 -3.64043 -0.88310  -0.037
43 C -0.60452 -2.53572 -0.84228  -0.114
44 N -0.90963 -1.44067 -0.14616  -0.200
45 C -2.07555 -1.40084 0.56093  -0.706
46 S -2.24147 0.14333 1.30730  0.624
47 H -3.25631 -4.49434 -0.12545  0.126
48 H -1.16735 -4.50115 -1.47483  0.109
49 H 0.33603 -2.51467 -1.37762  0.102
50 C -2.64528 3.00404 -3.22083  -0.329
51 Te -1.45756 2.13969 -1.58545  1.150
52 C -2.28524 0.29407 -2.30593  -0.375
53 C -3.27702 0.59624 -3.37521  -0.278
54 C -4.02334 -0.44194 -3.91182  -0.036
55 C -4.95072 -0.18709 -4.90263  -0.070
56 C -5.13085 1.11112 -5.35185  -0.073
57 C -4.39498 2.14991 -4.81442  -0.032
58 C -3.45907 1.89994 -3.81611  -0.281
59 H -1.97830 3.44962 -3.96100  0.071
60 H -3.27458 3.79477 -2.80999  0.065
61 H -2.77028 -0.19926 -1.46464  0.036
62 H -1.47512 -0.33971 -2.67782  0.070
63 H -3.87288 -1.44475 -3.53815  0.116
64 H -5.52648 -0.99871 -5.31734  0.106
65 H -5.85316 1.31168 -6.12667  0.106
66 H -4.54735 3.15947 -5.16883  0.118
67 S 0.62718 2.13464 -2.51118  -0.102


(2)
C26H26IIrN7O as an isolated structure at a distorted geometry, computed with ωB97M-V/def2-TZVPD.

Output
Relative energy (zero: lowest compared OMol25 entry of this formula, charge and spin), kcal per mole: 28.1
Net charge: +1
E_HOMO, eV: -9.9
Orbital gap, eV: 6.2382

Last column: Löwdin charge in e.
CARTESIAN COORDINATES (ANGSTROEM)
1 Ir 0.79747 0.04772 -2.47694  0.868
2 N 2.79824 2.26331 0.90951  0.144
3 C 2.21954 1.99871 -0.26375  -0.107
4 N 1.92842 0.80795 -0.67738  0.005
5 C 2.28371 -0.30577 0.10020  -0.254
6 N 2.10954 -1.52189 -0.30970  0.095
7 N 1.53339 -1.63045 -1.51417  -0.180
8 C 1.39721 -2.74691 -2.12011  -0.052
9 C 0.60359 -2.73307 -3.32677  -0.244
10 C 0.43927 -3.86632 -4.11627  0.005
11 C -0.28463 -3.77998 -5.28928  -0.029
12 C -0.85819 -2.56665 -5.63989  -0.017
13 C -0.68870 -1.48321 -4.79683  -0.088
14 N 0.02485 -1.55530 -3.67982  -0.033
15 C 2.85537 -0.07275 1.41523  -0.079
16 C 3.15827 -1.11620 2.29307  0.000
17 C 3.68760 -0.84159 3.53572  -0.053
18 C 3.92023 0.47803 3.92138  -0.049
19 C 3.62682 1.52212 3.06750  -0.004
20 C 3.09927 1.24646 1.81233  -0.164
21 H 3.01584 3.21586 1.15636  0.168
22 H 1.99517 2.84231 -0.90456  0.154
23 H 1.88953 -3.64219 -1.75269  0.142
24 H 0.90032 -4.79236 -3.80099  0.124
25 H -0.39342 -4.64033 -5.93533  0.121
26 H -1.43596 -2.45701 -6.54551  0.119
27 H -1.14160 -0.52699 -5.02075  0.113
28 H 2.97875 -2.13028 1.96676  0.116
29 H 3.92015 -1.65297 4.21138  0.113
30 H 4.33381 0.69076 4.89770  0.116
31 H 3.80878 2.54568 3.37153  0.121
32 C -3.56615 -0.20312 2.87458  0.011
33 N -2.30626 -0.40408 2.17669  -0.074
34 N -1.98735 0.35081 1.06320  0.068
35 C -1.12587 -0.37957 0.25649  -0.378
36 O -0.70521 0.08426 -0.81559  -0.114
37 C -0.91164 -1.61358 0.93498  0.064
38 C -1.67123 -1.59692 2.07195  -0.253
39 C -1.85474 -2.64484 3.11077  0.001
40 C -2.07416 1.76926 1.08306  -0.182
41 C -1.97533 2.45801 2.28937  -0.035
42 C -2.04749 3.84236 2.29724  -0.074
43 C -2.18116 4.54242 1.10693  -0.080
44 C -2.23592 3.85115 -0.09452  -0.061
45 C -2.20030 2.46522 -0.11371  -0.003
46 H -3.88113 0.82975 2.77284  0.087
47 H -3.43242 -0.42912 3.93018  0.099
48 H -4.34793 -0.84891 2.46799  0.105
49 H -0.26216 -2.40790 0.61185  0.106
50 H -1.14407 -3.45094 2.95058  0.090
51 H -2.86445 -3.05819 3.07023  0.095
52 H -1.70340 -2.22978 4.10724  0.093
53 H -1.81783 1.91980 3.21497  0.114
54 H -1.98798 4.37225 3.23865  0.109
55 H -2.24138 5.62240 1.11775  0.108
56 H -2.31674 4.38960 -1.02946  0.112
57 H -2.24946 1.92341 -1.04552  0.101
58 I 2.85426 0.51195 -4.00572  0.153
59 C -0.40336 1.48913 -3.42114  -0.364
60 H -0.19788 2.46986 -2.98502  -0.025
61 H -1.44824 1.22529 -3.22734  -0.014
62 H -0.23565 1.55334 -4.49745  -0.032


(3)
C26H26IN9O6S2Ti as an isolated structure at a distorted geometry, computed with ωB97M-V/def2-TZVPD.

Output
Relative energy (zero: lowest compared OMol25 entry of this formula, charge and spin), kcal per mole: 48.6
Net charge: +1
E_HOMO (spin up / spin down), eV: -9.6 / -11.2
Spin multiplicity: 2
Orbital gap (spin up / spin down), eV: 5.9372 / 7.2988

Last column: Löwdin charge in e.
CARTESIAN COORDINATES (ANGSTROEM)
1 Ti 0.23359 -0.52884 -0.01375  0.707
2 C -0.73555 -2.84102 3.65976  -0.002
3 C 0.36358 -3.30996 2.75572  -0.250
4 N 0.82055 -4.53744 2.88849  0.139
5 C 1.80938 -4.96751 2.09365  -0.077
6 C 2.45126 -4.17628 1.16854  -0.138
7 C 3.56384 -4.72740 0.30735  -0.192
8 O 4.78370 -4.01040 0.43276  -0.053
9 C 2.00272 -2.84457 1.01811  -0.080
10 C 2.72190 -1.87033 0.22946  0.002
11 N 2.20953 -0.70689 -0.03483  -0.067
12 C 2.91267 0.29485 -0.72703  -0.328
13 C 3.69276 0.03170 -1.85285  -0.025
14 C 4.26794 1.07137 -2.56311  -0.057
15 C 4.07822 2.38450 -2.15996  -0.057
16 C 3.32836 2.66609 -1.02442  -0.118
17 C 2.74980 1.62547 -0.32450  -0.569
18 I 1.67957 2.01139 1.46326  1.108
19 C 0.87742 -2.43408 1.77296  -0.270
20 O 0.33620 -1.23936 1.60549  -0.265
21 H -0.87082 -3.56201 4.46090  0.088
22 H -1.66962 -2.74568 3.10128  0.064
23 H -0.49190 -1.86269 4.07726  0.088
24 H 2.10881 -6.00017 2.23774  0.121
25 H 3.28026 -4.64831 -0.74533  0.125
26 H 3.69966 -5.78829 0.53029  0.126
27 H 5.21085 -4.24680 1.26295  0.106
28 H 3.75226 -2.08536 -0.04121  0.142
29 H 3.82820 -0.99578 -2.17124  0.125
30 H 4.85972 0.85340 -3.44228  0.115
31 H 4.52129 3.19666 -2.72022  0.116
32 H 3.20068 3.68675 -0.69273  0.106
33 O -1.88337 4.49945 -2.83458  0.141
34 C -2.08919 3.73257 -3.89637  -0.496
35 O -2.21748 4.18990 -5.00014  0.122
36 C -2.17965 2.26011 -3.67459  -0.047
37 C -2.62112 1.36948 -4.62417  0.008
38 N -2.50667 0.14454 -4.08443  0.023
39 N -1.99214 0.15538 -2.85698  0.114
40 C -1.78553 1.43450 -2.58718  -0.150
41 C -1.18615 1.81655 -1.27520  -0.478
42 O -1.48138 2.87217 -0.74304  0.087
43 O -0.30934 0.99577 -0.75388  -0.247
44 H -1.87626 4.00981 -1.98836  0.068
45 H -3.00080 1.56470 -5.61354  0.145
46 H -2.78550 -0.73137 -4.49190  0.165
47 N -1.89608 0.41807 1.44495  0.041
48 N -2.99091 -0.42172 1.59732  -0.049
49 C -3.06830 -1.60586 0.96364  -0.806
50 N -4.16928 -2.33149 1.19052  0.112
51 S -1.88490 -2.18690 -0.07604  0.796
52 H -1.44526 0.57302 2.33792  0.102
53 H -2.17954 1.31318 1.05941  0.098
54 H -3.76671 -0.11439 2.16414  0.158
55 H -4.91839 -2.02624 1.79059  0.119
56 H -4.24931 -3.22826 0.74636  0.103
57 N 1.91692 -2.54780 -6.53664  0.092
58 C 1.85422 -3.29236 -5.42097  -0.813
59 S 2.35788 -4.86661 -5.43150  0.722
60 C 1.37290 -2.63992 -4.18490  -0.205
61 C 1.04211 -3.39086 -3.05482  -0.006
62 C 0.62093 -2.76561 -1.90569  -0.121
63 N 0.51392 -1.42524 -1.78648  -0.065
64 C 0.85677 -0.69828 -2.86477  -0.109
65 C 1.25402 -1.25325 -4.06017  0.018
66 H 2.23356 -3.00409 -7.37608  0.103
67 H 1.49978 -1.63610 -6.61382  0.099
68 H 1.10998 -4.46763 -3.10198  0.091
69 H 0.32035 -3.35442 -1.04918  0.089
70 H 0.78913 0.37475 -2.76837  0.122
71 H 1.50663 -0.58355 -4.87077  0.120